Molecular formula: C16H18BClF2N4O6Pb
Method: DFT, the ωB97M-V functional and the def2-TZVPD basis

Properties
total energy: -59015.9110 eV
ΔE to the lowest compared entry with this formula, charge and spin: 0.00 kJ/mol
HOMO energy: -8.4 eV

ORCA input file:
```
! wB97M-V def2-TZVPD RIJCOSX def2/J DEFGRID3
* xyz 0 1
Pb -0.94707 -1.08507 0.70427
O -3.75759 -2.90021 5.95498
C -2.81633 -2.03476 6.26142
O -2.58781 -1.67967 7.39262
C -1.99148 -1.48885 5.13975
C -0.95646 -0.60704 5.35500
N -0.40826 -0.33874 4.15917
N -1.03718 -0.98493 3.17046
C -2.00497 -1.68509 3.74108
C -2.93239 -2.46643 2.83970
O -3.75950 -3.21304 3.37126
O -2.77372 -2.27386 1.59894
H -3.80222 -3.06539 4.96230
H -0.59935 -0.17644 6.27472
H 0.30747 0.32926 3.93804
N 3.36989 1.34409 -0.72353
C 3.70663 0.11862 0.01087
C 2.41965 -0.56056 0.45087
N 1.53007 0.32046 1.22636
C 1.35652 1.64170 0.60114
C 2.66583 2.27774 0.16288
H 2.27535 1.01653 -2.16819
H 4.21576 1.77693 -1.07683
H 4.33431 0.34454 0.88573
H 4.26747 -0.55179 -0.64157
H 2.64139 -1.43965 1.05728
H 1.87414 -0.89606 -0.43198
H 1.93092 0.43777 2.15139
H 0.82653 2.28985 1.29822
H 0.72177 1.50912 -0.27659
H 3.27958 2.52110 1.04335
H 2.46365 3.20563 -0.37362
F -2.95511 1.61917 0.18586
B -2.02096 1.07853 0.95570
F -1.58847 1.88517 1.94187
Cl -2.32084 0.04567 -8.17111
C -1.44939 0.15013 -6.67611
C -1.98883 -0.42571 -5.53591
C -1.29078 -0.33466 -4.34526
C -0.06401 0.31830 -4.29866
C 0.46504 0.88704 -5.45298
C -0.22887 0.80701 -6.64821
C 0.64704 0.40139 -2.99520
O 1.85209 0.95292 -3.07461
O 0.17537 -0.00316 -1.95141
H -2.94060 -0.93496 -5.58695
H -1.69086 -0.77010 -3.44004
H 1.41957 1.39129 -5.41368
H 0.16703 1.24621 -7.55280
*
```

Results of the natural (NBO) charge analysis, in e, for atoms 1 through 2:
1. Pb 0.95
2. O -0.67